{"formula": "C39H43ClP2PtSi2", "method": "ωB97M-V/def2-TZVPD", "elements": ["C", "C", "C", "H", "C", "C", "H", "H", "H", "H", "Pt", "Si", "C", "C", "H", "C", "H", "C", "H", "C", "H", "C", "H", "C", "C", "H", "C", "H", "C", "H", "C", "H", "C", "H", "H", "Si", "C", "C", "H", "C", "H", "C", "H", "C", "H", "C", "H", "C", "C", "H", "C", "H", "C", "H", "C", "H", "C", "H", "H", "Cl", "C", "P", "C", "C", "C", "C", "C", "C", "C", "P", "C", "C", "H", "H", "H", "H", "H", "H", "H", "H", "H", "H", "H", "H", "H", "H", "H", "H"], "positions_angstrom": [[-2.0860, -0.5740, 4.6625], [-2.6958, -0.0528, 3.4768], [-2.5042, -1.0078, 2.4126], [-3.2884, 0.8634, 3.4070], [-1.7073, -2.1011, 2.9488], [-1.4908, -1.8186, 4.3614], [-1.0629, -2.5125, 5.0860], [-2.1395, -0.1262, 5.6562], [-2.9918, -1.0085, 1.4336], [-1.4672, -3.0252, 2.4081], [-0.2763, -0.3634, 2.5422], [0.0293, -0.1626, 0.2458], [-0.8413, 1.3442, -0.4498], [-0.1852, 2.0044, -1.5093], [0.7852, 1.6366, -1.8517], [-0.7820, 3.0886, -2.1249], [-0.2505, 3.6162, -2.9190], [-2.0558, 3.5268, -1.7204], [-2.5066, 4.3869, -2.1994], [-2.7064, 2.8748, -0.6628], [-3.6830, 3.2239, -0.3282], [-2.0987, 1.7900, -0.0107], [-2.6292, 1.2998, 0.8098], [-0.7244, -1.7068, -0.4889], [-1.8619, -1.6470, -1.3107], [-2.3410, -0.6929, -1.5274], [-2.3738, -2.8313, -1.8474], [-3.2662, -2.7832, -2.4643], [-1.7873, -4.0617, -1.5426], [-2.2224, -4.9834, -1.9336], [-0.6949, -4.1182, -0.6777], [-0.2615, -5.0731, -0.3925], [-0.1692, -2.9450, -0.1314], [0.6727, -2.9968, 0.5580], [1.5021, -0.1107, 0.0083], [2.3192, 0.2626, -5.4555], [1.5199, -1.3751, -5.7858], [0.5312, -1.5213, -6.7720], [0.2111, -0.6566, -7.3576], [-0.0522, -2.7755, -6.9899], [-0.8299, -2.8730, -7.7398], [0.3578, -3.8869, -6.2552], [-0.0883, -4.8604, -6.4368], [1.3650, -3.7460, -5.3015], [1.7095, -4.6046, -4.7346], [1.9542, -2.5012, -5.0726], [2.7530, -2.3953, -4.3363], [1.1104, 1.5989, -5.8977], [-0.1606, 1.6221, -5.3168], [-0.4578, 0.8479, -4.6106], [-1.0427, 2.6630, -5.6345], [-2.0169, 2.6805, -5.1554], [-0.6710, 3.6603, -6.5268], [-1.3592, 4.4668, -6.7612], [0.5977, 3.6258, -7.1159], [0.8966, 4.3988, -7.8150], [1.4869, 2.5982, -6.8082], [2.4808, 2.5453, -7.2614], [3.5764, 0.3542, -6.2337], [2.7997, 0.4419, -3.4469], [3.4395, -0.5406, 3.9457], [1.6405, -0.8847, 3.8662], [1.6017, -2.6694, 3.7645], [1.1662, -0.2034, 5.5131], [1.5827, -0.6878, 6.7511], [1.3487, 0.1036, 7.8888], [0.7609, 1.3666, 7.7889], [0.3730, 1.8522, 6.5297], [0.5274, 1.0498, 5.4171], [-0.0257, 1.5948, 3.7321], [-1.2790, 2.8603, 4.0171], [1.3262, 2.5478, 3.0145], [3.9098, -0.7932, 2.9860], [3.8695, -1.1803, 4.7388], [3.6507, 0.5110, 4.2167], [2.2572, -3.0619, 4.5463], [0.5743, -3.0402, 3.8477], [1.9947, -2.9458, 2.7753], [2.0878, -1.6407, 6.8274], [1.6512, -0.2706, 8.8729], [0.5894, 1.9875, 8.6657], [-0.0441, 2.8511, 6.4091], [-0.7651, 3.7588, 4.3762], [-1.7608, 3.0706, 3.0580], [-2.0256, 2.5615, 4.7492], [1.4596, 3.4486, 3.6301], [2.2688, 1.9977, 2.9595], [0.9920, 2.8332, 2.0099]], "forces_ev_per_angstrom": [[-0.8, -0.5, 0.0], [-0.5, -0.9, 0.1], [0.2, -0.2, 0.7], [0.3, -0.4, 0.0], [-0.6, 0.1, 0.4], [-0.8, 0.0, -0.6], [0.0, 0.4, -0.3], [0.1, -0.1, -0.4], [0.4, 0.1, 0.4], [-0.2, 0.5, 0.4], [0.4, 0.7, 0.2], [0.1, 0.0, 1.0], [0.4, -0.1, -0.4], [-0.5, -0.1, 0.4], [-0.3, 0.2, 0.1], [-0.4, 0.6, -0.1], [-0.2, -0.1, 0.1], [0.5, -0.5, 0.4], [-0.1, 0.0, 0.0], [0.3, 0.0, -0.1], [0.2, -0.1, -0.1], [0.1, 0.5, -0.7], [0.3, 0.1, -0.2], [0.1, 0.3, -0.2], [0.4, -0.8, 0.0], [0.2, -0.2, 0.0], [-0.1, 0.1, 0.3], [0.1, -0.1, 0.0], [-0.2, 0.1, 0.0], [0.2, 0.3, 0.0], [0.1, 0.3, 0.3], [-0.1, 0.0, -0.1], [-0.5, -0.3, -0.8], [-0.1, 0.1, -0.1], [-0.1, 0.1, -0.6], [-0.2, 0.0, -0.2], [0.1, -0.4, 0.1], [0.0, -0.4, 0.3], [0.0, -0.3, 0.2], [0.2, 0.3, 0.0], [0.1, 0.0, 0.0], [0.2, 0.3, 0.0], [0.0, 0.1, 0.0], [0.2, 0.2, 0.0], [-0.1, 0.0, -0.1], [-0.4, -0.2, -0.2], [-0.3, -0.1, -0.1], [0.3, 0.1, -0.1], [-0.1, 0.6, -0.3], [0.0, 0.2, -0.1], [0.1, -0.5, 0.3], [0.1, 0.1, -0.1], [0.4, -0.1, -0.1], [0.1, -0.1, 0.0], [0.0, -0.1, 0.0], [-0.1, 0.0, 0.0], [-0.3, -0.1, 0.2], [-0.3, 0.2, 0.1], [0.0, 0.2, 0.1], [0.1, -0.1, -0.1], [0.3, 0.0, 0.1], [-0.7, 0.5, -0.5], [0.5, -0.7, 0.6], [0.3, -0.1, -0.1], [-0.4, 1.0, 0.0], [0.0, -0.1, 0.3], [0.0, -0.1, -0.5], [0.1, -0.2, 0.6], [0.4, 0.2, -0.6], [0.4, -0.8, -0.2], [0.2, 0.5, 0.1], [0.1, 0.9, 0.4], [-0.1, 0.1, 0.2], [-0.1, 0.2, -0.3], [-0.2, -0.5, -0.3], [-0.1, -0.5, -0.1], [0.5, 0.1, 0.0], [0.0, 0.1, 0.3], [0.0, -0.1, 0.1], [-0.1, 0.1, -0.4], [0.2, -0.2, -0.1], [0.0, -0.2, 0.2], [-0.3, 0.1, -0.1], [0.0, 0.0, 0.1], [0.0, -0.1, -0.1], [0.3, 0.0, -0.3], [-0.3, 0.0, -0.1], [0.2, 0.0, 0.1]], "molar_mass_g_mol": 860.4, "e_lumo_ev": [0.48, 0.12], "s_squared": 2.013, "e_above_lowest_kj_mol": 0.0, "homo_energy_ev": [-5.0, -7.1], "e_tot_ha": -3353.13136, "spin_multiplicity": 3}

{"formula": "H24O12", "method": "ωB97M-V/def2-TZVPD", "elements": ["O", "H", "H", "O", "H", "H", "O", "H", "H", "O", "H", "H", "O", "H", "H", "O", "H", "H", "O", "H", "H", "O", "H", "H", "O", "H", "H", "O", "H", "H", "O", "H", "H", "O", "H", "H"], "positions_angstrom": [[-4.9788, -0.1887, -1.6454], [-5.4681, -0.6595, -0.9706], [-4.0744, -0.4818, -1.5346], [-1.3589, 2.9990, -2.2466], [-0.5403, 3.2788, -2.6562], [-1.0991, 2.3050, -1.6406], [-3.4979, -3.2373, 2.3692], [-4.0086, -2.6459, 2.9220], [-2.5946, -3.1211, 2.6639], [-2.3998, -3.6410, -1.6907], [-2.6725, -3.4540, -0.7925], [-2.0937, -4.5476, -1.6648], [2.4189, 4.3260, -2.0144], [2.7449, 3.5728, -1.5219], [2.6530, 5.0833, -1.4777], [2.8561, 1.7388, 1.0113], [2.7724, 2.5807, 1.4589], [2.8932, 1.0940, 1.7177], [-0.3406, -0.1938, 0.2203], [0.5901, -0.0298, 0.0679], [-0.4291, -0.2072, 1.1733], [-2.3319, 3.6039, 3.0839], [-2.2655, 2.6671, 2.8990], [-2.1953, 3.6723, 4.0289], [5.3535, -1.2254, -1.2929], [4.8623, -0.4242, -1.1108], [6.1941, -1.0966, -0.8535], [2.1147, -0.4231, -3.3421], [2.9121, -0.9461, -3.2600], [2.3245, 0.2315, -4.0083], [-1.5763, 0.0358, 4.4230], [-0.7771, 0.3213, 4.8656], [-2.1437, -0.2747, 5.1287], [1.9357, -3.8959, -1.2540], [1.3977, -3.1532, -1.5282], [2.8230, -3.6636, -1.5278]], "forces_ev_per_angstrom": [[-0.2, 0.2, -0.1], [-0.1, -0.1, 0.1], [0.3, -0.1, -0.1], [-0.2, 0.1, -0.1], [0.2, 0.1, -0.1], [0.0, -0.3, 0.2], [-0.1, -0.2, -0.2], [-0.2, 0.2, 0.1], [0.3, 0.0, 0.0], [0.0, 0.2, -0.2], [-0.1, 0.1, 0.3], [0.1, -0.2, 0.0], [-0.1, 0.0, -0.2], [0.1, -0.3, 0.1], [0.0, 0.2, 0.1], [0.0, -0.1, -0.3], [-0.1, 0.3, 0.1], [0.1, -0.2, 0.2], [-0.2, 0.0, -0.1], [0.3, 0.1, -0.2], [-0.1, 0.0, 0.3], [0.0, 0.2, -0.1], [0.0, -0.3, -0.1], [0.0, 0.0, 0.2], [-0.2, -0.2, -0.2], [-0.2, 0.3, 0.1], [0.2, 0.0, 0.1], [-0.2, 0.0, 0.3], [0.3, -0.2, 0.0], [0.0, 0.2, -0.2], [0.0, 0.0, -0.3], [0.2, 0.1, 0.1], [-0.2, -0.1, 0.2], [0.0, -0.2, 0.2], [-0.3, 0.2, -0.1], [0.3, 0.0, 0.0]], "smiles": "O.O.O.O.O.O.O.O.O.O.O.O", "molar_mass_g_mol": 216.2, "e_lumo_ev": -0.42, "e_above_lowest_kj_mol": 270.5, "homo_energy_ev": -10.8, "e_tot_ha": -917.22233, "spin_multiplicity": 1}

{"formula": "C5H8N2O", "method": "ωB97M-V/def2-TZVPD", "elements": ["C", "C", "C", "C", "C", "H", "H", "H", "H", "H", "H", "H", "H", "N", "N", "O"], "positions_angstrom": [[-2.3162, 1.0180, 1.8081], [0.0758, -0.1208, -0.6376], [2.3320, -0.7725, -0.1308], [0.3156, -0.2724, -2.0419], [0.4294, -0.5699, -3.2053], [-3.1774, 0.9008, 1.1063], [-2.4592, 0.5508, 2.7451], [-2.1179, 2.1166, 1.9334], [-0.3054, 0.2924, 1.7998], [2.6514, 0.2634, -0.2204], [2.8607, -1.1934, 0.8042], [2.5503, -1.4524, -0.9378], [0.3931, -0.9011, -4.2241], [-1.1292, 0.4582, 1.1595], [-1.0230, 0.4160, -0.1523], [0.9200, -0.7338, 0.1938]], "forces_ev_per_angstrom": [[0.8, 1.7, -2.5], [-2.0, 1.0, -0.1], [0.0, -0.2, 2.6], [-0.7, -0.3, -0.5], [-0.2, 0.1, 0.3], [0.6, 0.0, 0.8], [-0.3, -0.5, 0.9], [-0.6, -0.7, 0.2], [-1.2, 0.1, -1.5], [0.4, -0.1, -0.6], [-1.0, 0.6, -1.4], [0.0, 0.2, -0.6], [0.2, 0.2, 0.3], [0.6, -0.8, 2.6], [1.9, -0.4, -1.5], [1.5, -0.7, 1.1]], "smiles": "C#C/C(=N/NC)OC", "molar_mass_g_mol": 112.1, "e_lumo_ev": 0.94, "e_above_lowest_kj_mol": 428.1, "homo_energy_ev": -7.4, "e_tot_ha": -379.92513, "spin_multiplicity": 1}

{"formula": "C5H10ClN2", "method": "ωB97M-V/def2-TZVPD", "elements": ["C", "C", "C", "C", "C", "N", "N", "Cl", "H", "H", "H", "H", "H", "H", "H", "H", "H", "H"], "positions_angstrom": [[-0.4407, -0.7472, -1.2382], [0.2892, -0.0330, 0.9849], [1.4814, 0.0930, -0.0268], [2.0169, 1.5005, -0.1638], [-2.2657, -1.1728, 0.4258], [-0.9708, -0.9224, -0.0592], [0.8111, -0.1645, -1.3231], [2.6615, -1.1984, 0.2678], [-1.0299, -1.0860, -2.1877], [0.4700, -0.7002, 1.7999], [-0.3548, 0.9536, 1.0970], [2.3853, 1.8312, 0.6961], [1.2424, 2.0921, -0.4121], [2.7027, 1.4291, -0.8948], [-2.8958, -0.4462, 0.9086], [-2.7247, -1.6777, -0.5034], [-2.0703, -1.8819, 1.1429], [1.5622, -0.1762, -1.9887]], "forces_ev_per_angstrom": [[0.0, -0.5, -1.7], [-3.0, 0.6, -2.9], [-3.1, -0.2, 0.5], [-1.0, -3.6, 0.4], [-1.2, -1.7, -3.2], [5.7, 4.3, 0.8], [-1.5, -0.9, 1.7], [0.2, 0.3, 0.1], [1.4, 0.8, 1.7], [-0.1, 0.1, 0.7], [1.7, -2.1, 0.3], [2.0, 1.4, 3.6], [-2.6, 2.1, -1.1], [2.7, 0.4, -2.5], [0.2, 1.1, -0.5], [-0.3, 0.7, 1.8], [-0.3, -2.1, 1.7], [-0.9, -0.6, -1.5]], "molar_mass_g_mol": 133.6, "e_lumo_ev": -3.58, "charge": 1, "e_above_lowest_kj_mol": 279.3, "homo_energy_ev": -14.5, "e_tot_ha": -765.89130, "spin_multiplicity": 1}